Density functional theory data (ωB97M-V/def2-TZVPD) for a single C6H12O6S molecule.

Last columns: bonded neighbours and bond lengths (Å).
Positions of all 25 atoms, in Å:
1 C -2.241 1.511 2.497  C2 1.519, H14 1.090, H15 1.090, H16 1.091
2 C -1.162 1.235 1.465  C1 1.519, O3 1.425, H17 1.095, H18 1.090
3 O 0.070 1.001 2.143  C2 1.425, C4 1.405
4 C 0.945 0.092 1.522  O3 1.405, C5 1.539, H19 1.091, H20 1.098
5 C 1.713 0.703 0.337  C4 1.539, O6 1.435, H21 1.090, H22 1.089
6 O 2.099 -0.283 -0.632  C5 1.435, C7 1.388
7 C 1.274 -0.544 -1.717  O6 1.388, C8 1.552, O13 1.425, H23 1.095
8 C 1.183 -2.074 -1.961  C7 1.552, O9 1.446, H24 1.086, H25 1.086
9 O -0.225 -2.387 -2.070  C8 1.446, S10 1.580
10 S -1.062 -1.067 -2.296  O9 1.580, O11 1.415, O12 1.422, O13 1.594
11 O -2.281 -1.137 -1.580  S10 1.415
12 O -1.017 -0.709 -3.671  S10 1.422
13 O -0.068 -0.128 -1.477  C7 1.425, S10 1.594
14 H -1.827 2.078 3.331  C1 1.090
15 H -3.063 2.069 2.048  C1 1.090
16 H -2.649 0.581 2.894  C1 1.091
17 H -1.059 2.089 0.788  C2 1.095
18 H -1.428 0.361 0.871  C2 1.090
19 H 1.660 -0.199 2.294  C4 1.091
20 H 0.426 -0.821 1.201  C4 1.098
21 H 1.152 1.522 -0.112  C5 1.090
22 H 2.660 1.112 0.688  C5 1.089
23 H 1.659 -0.028 -2.603  C7 1.095
24 H 1.552 -2.601 -1.086  C8 1.086
25 H 1.687 -2.375 -2.875  C8 1.086

Its net charge is 0. Its relative energy (zero: lowest compared OMol25 entry of this formula, charge and spin) is 0.0 kJ/mol. Its SMILES is CCOCCO[C@H]1COS(=O)(=O)O1. The calculation puts the HOMO energy at -9.880 eV. The spin multiplicity is 1. For the orbital gap, the calculation gives 10.58 eV.